DFT (ωB97M-V/def2-TZVPD) results for an isolated ion of composition C5H9N2O3 and charge -1 in a non-equilibrium geometry.

- SMILES string: [O-]/[NH+]=C/CCCC=[N+]([O-])[O-]
- Gap between HOMO and LUMO: 7.19 eV
- Energy: -14448.8754 eV
- Charge: -1

Geometry as XYZ:
```
19
Properties=species:S:1:pos:R:3:forces:R:3
C -0.55570 -0.66528 1.31065 -1.7480 1.2383 -0.9205
C -0.42727 -1.45062 0.00138 2.7721 4.7761 -1.0731
C -0.30572 0.87089 1.32020 -1.6397 -1.5942 -3.3781
C 0.99986 -1.59721 -0.55823 0.0574 1.4861 -1.4734
C -1.08639 1.55360 0.18852 2.8078 0.3251 -1.2022
N 1.64605 -0.86562 -1.47690 -0.9250 -0.1371 1.6158
N -0.39413 2.02052 -0.87665 1.4959 -0.0810 1.6153
O 2.79258 -1.08762 -2.04873 -1.3469 -0.1952 1.0806
O -0.90904 2.76717 -1.74623 -0.1544 -0.4383 -0.2062
O 0.93483 1.78874 -0.92718 -1.8450 -0.0624 -0.3533
H -1.61253 -0.70063 1.64219 0.4202 -0.7589 0.0396
H 0.09607 -1.04693 2.02719 0.9035 -1.1413 1.5423
H -0.91453 -2.31065 0.08037 -1.2932 -4.3515 0.6742
H -1.03482 -0.99757 -0.75718 -0.2718 1.0102 -0.5023
H -0.69540 1.18642 2.22262 -0.4850 0.9090 2.1618
H 0.73781 0.98579 1.23153 1.0809 0.9248 -0.2099
H 1.56792 -2.35269 -0.14190 1.1952 -1.8775 0.3982
H -2.11180 1.78082 0.05450 -0.9024 -0.0045 0.6631
H 1.27220 0.12086 -1.54616 -0.1217 -0.0277 -0.4720
```
Forces are in eV/Å.

Löwdin population analysis, charges in e, atoms 1 to 6: -0.203, -0.168, -0.173, -0.035, -0.093, -0.145

DFT (ωB97M-V/def2-TZVPD) results for C40H34N2OP2W as an isolated structure in a non-equilibrium geometry.

- Gap between HOMO and LUMO (alpha / beta): 7.21 / 7.16 eV
- Multiplicity: 3
- Energy: -67449.2607 eV
- Charge: +2

Geometry as XYZ:
```
80
Properties=species:S:1:pos:R:3:forces:R:3
W 0.94012 0.36532 -0.03199 1.1571 0.7705 1.4697
C 5.18532 -0.51699 -0.90024 -0.0121 0.0608 -0.0083
C 5.69638 0.77379 -0.86737 0.1034 -0.0569 0.0132
C 4.84876 1.86391 -0.77118 -0.1990 0.1107 0.0363
C 3.47144 1.66673 -0.68384 0.0530 -0.3841 -0.0919
C 2.94386 0.35652 -0.69262 -0.0275 -0.0183 -0.1988
C 3.81494 -0.71960 -0.81293 -0.1445 -0.0606 -0.0076
C 2.49502 2.75717 -0.61155 -0.3625 -0.0067 -0.0598
C 2.84755 4.10999 -0.47415 0.0524 0.1422 0.0391
C 1.87592 5.06054 -0.35930 0.0743 -0.0986 -0.0694
C 0.52041 4.70210 -0.52101 -0.0147 -0.2207 0.0504
C -0.51825 5.65700 -0.53053 -0.0121 -0.0067 -0.0574
C -1.80254 5.28268 -0.81382 0.0460 0.1981 0.0278
C -2.08489 3.94392 -1.12941 0.0757 -0.0993 -0.0449
C -1.10093 2.98968 -1.08558 -0.0062 0.0382 0.0185
C 0.21680 3.33654 -0.73315 -0.1033 0.1864 -0.0383
N 1.20309 2.37075 -0.65378 0.3469 1.0138 -0.3109
H 5.85329 -1.36341 -0.98573 0.0124 0.0072 -0.0017
H 6.76542 0.93172 -0.91238 -0.0075 -0.0001 -0.0535
H 5.26381 2.86277 -0.77091 0.0433 -0.0219 0.0005
H 3.42585 -1.73216 -0.83401 0.0439 -0.0101 0.0060
H 3.88849 4.38803 -0.41306 0.0055 -0.0283 -0.0012
H 2.13794 6.09736 -0.18902 -0.0048 0.0071 -0.0093
H -0.26500 6.69332 -0.34692 -0.0418 0.0074 0.0150
H -2.58904 6.02430 -0.83626 -0.0185 -0.0274 -0.0123
H -3.08739 3.66944 -1.43265 -0.0005 -0.0282 0.0171
H -1.31376 1.97271 -1.38539 -0.0307 -0.0272 0.0122
N -1.12161 -1.90829 0.52038 0.3681 0.2677 -0.0146
P -1.50877 -0.29088 0.07557 -0.7853 -0.9414 1.5961
C -1.63179 0.51865 1.72011 0.0121 0.0238 -0.0580
C -1.06989 -0.05242 2.86383 -0.1509 0.0390 -0.0905
C -1.16987 0.59661 4.08266 0.0396 0.0008 0.0117
C -1.83462 1.81278 4.17354 0.0642 -0.0239 0.0432
C -2.40083 2.38179 3.04247 -0.0284 0.1085 -0.0689
C -2.29683 1.74295 1.81774 0.0808 -0.0901 -0.0763
C -3.24260 -0.40704 -0.41950 0.2989 0.2293 -0.4338
C -4.12020 -0.91160 0.54314 0.0547 0.0185 -0.0322
C -5.45544 -1.07726 0.22265 0.0641 -0.0226 0.0284
C -5.91240 -0.73394 -1.04529 -0.0158 -0.0147 0.0208
C -5.04190 -0.21199 -1.98963 -0.0273 0.0309 -0.0798
C -3.69805 -0.04992 -1.68377 0.0487 -0.0365 0.0023
P 0.55919 -2.12954 0.21441 -1.3476 -0.7083 -0.9916
C 0.46248 -2.35298 -1.60568 0.2617 0.0542 0.1711
C 0.53803 -1.17358 -2.35425 0.1214 -0.3386 0.4059
C 0.27318 -1.16663 -3.71160 0.0169 0.3666 -0.0606
C -0.08458 -2.35192 -4.33751 0.0176 -0.0535 0.0215
C -0.18949 -3.52568 -3.60426 -0.0184 -0.0376 0.0362
C 0.07359 -3.52762 -2.24206 0.0607 0.0537 -0.0031
C 0.91272 -3.75525 0.90391 0.3828 0.2616 0.0779
C 0.26070 -4.19353 2.05471 -0.0669 0.0889 -0.0092
C 0.49461 -5.47591 2.52389 0.0022 -0.0613 0.0502
C 1.37642 -6.31404 1.85578 0.0250 0.0260 -0.0296
C 2.05476 -5.86300 0.73084 0.0502 0.0090 -0.0308
C 1.84032 -4.57864 0.26180 -0.0245 0.0998 0.0576
H -1.77657 -2.65527 0.31726 -0.0334 -0.0325 0.0131
H -0.56499 -1.00549 2.81174 0.0366 -0.0480 -0.0262
H -0.72527 0.14841 4.96163 -0.0528 0.0086 0.0206
H -1.91495 2.31412 5.12891 -0.0113 -0.0042 -0.0014
H -2.92879 3.32359 3.11373 -0.0110 -0.0124 0.0056
H -2.75055 2.17680 0.93579 -0.0534 0.0469 0.0718
H -3.75179 -1.16569 1.52984 -0.0808 0.0134 0.0316
H -6.13545 -1.46698 0.96789 -0.0318 -0.0182 -0.0411
H -6.95414 -0.88071 -1.29700 -0.0082 0.0528 0.0105
H -5.40876 0.06891 -2.96757 0.0067 -0.0289 -0.0079
H -3.01472 0.33880 -2.42979 0.0060 -0.0002 -0.0056
H 0.87916 -0.20607 -1.90139 0.0631 -0.3613 -1.1799
H 0.35708 -0.25073 -4.28206 0.0004 -0.0078 0.0020
H -0.27454 -2.35879 -5.40195 -0.0180 0.0126 -0.0011
H -0.47827 -4.44770 -4.09068 0.0041 0.0178 -0.0289
H -0.02229 -4.44329 -1.67443 0.0129 -0.0450 0.0022
H -0.43060 -3.54268 2.57609 -0.0288 -0.0355 -0.0193
H -0.01295 -5.82488 3.41286 -0.0158 0.0134 -0.0078
H 1.54512 -7.32056 2.21385 -0.0144 0.0062 0.0229
H 2.74697 -6.51207 0.21174 0.0204 -0.0028 0.0426
H 2.38118 -4.21821 -0.60431 -0.0231 -0.0718 -0.0642
C 2.12969 1.92226 2.35188 0.1672 0.4889 0.1369
O 1.49959 0.87341 1.65529 -0.3142 -0.5696 -0.1270
H 2.09070 1.72647 3.42291 -0.0968 -0.1362 -0.0607
H 1.63610 2.87839 2.15352 0.0041 -0.0587 -0.0447
H 3.17930 1.98273 2.04914 -0.0606 -0.0246 -0.0284
```
Forces are in eV/Å.

Löwdin population analysis, charges in e, atoms 1 to 6: 1.361, -0.041, -0.035, -0.001, -0.201, -0.228

DFT (ωB97M-V/def2-TZVPD) results for a 6-piece molecular cluster, C22H57F3N3O15P2S overall in a non-equilibrium geometry.

- Gap between HOMO and LUMO: 5.30 eV
- Energy: -96471.8692 eV
- Charge: +1

Geometry as XYZ:
```
103
Properties=species:S:1:pos:R:3:forces:R:3
N 0.22926 0.17385 2.40395 -0.9723 0.9004 -2.3106
C -0.31905 0.79488 1.18104 0.8263 -0.9090 2.3224
N -1.78641 0.83182 1.07153 1.8260 0.7728 -0.8265
S -2.39140 2.35270 0.52623 -0.1151 2.9679 -6.1469
O -1.40185 3.46897 0.53310 -1.8304 -3.4570 1.0592
O -2.99766 2.09473 -0.83525 1.4167 -0.0169 4.3882
C -3.81823 2.92676 1.62803 -1.4735 1.9822 1.8629
F -3.27430 3.81928 2.58288 -1.3743 -2.7271 -2.0703
F -4.68021 3.71800 0.84398 2.2035 -2.7254 1.9158
F -4.45447 1.84175 2.22359 1.3779 2.7960 -1.4629
N 0.54328 1.22661 0.28421 -1.4608 0.4561 0.4213
P 2.28862 1.07223 0.66132 1.5060 -1.5063 0.5253
P 2.70825 2.73095 2.06367 -0.7389 3.8122 3.5833
O 1.74702 2.66020 3.25291 1.8757 -0.5125 -3.0123
O 2.49871 4.25054 1.30515 0.9471 -3.4240 0.2566
O 4.31438 2.68385 2.63810 -3.0578 -0.6038 -1.1057
H -0.20434 -0.75247 2.53599 -0.0732 0.6305 0.0512
H 0.03089 0.76614 3.22644 0.1987 -0.1563 -0.3544
H -2.06315 0.12710 0.36540 -0.3392 0.3681 0.3255
H 0.16831 1.65328 -0.58732 0.2795 -0.1826 0.6618
H 3.08049 1.36196 -0.51334 -1.1944 0.5496 0.1403
H 2.65816 4.13391 0.34240 -0.0024 0.4534 0.6250
H 4.24571 2.28410 3.54433 0.0653 0.4061 -0.8559
C -1.53260 1.52350 -5.14591 -0.1893 -0.0998 -0.1697
O -1.14097 0.35174 -5.84695 0.2606 0.1930 0.3390
C 0.27336 0.26206 -6.00698 -0.2992 -0.4860 -0.0956
C 0.87827 -0.72988 -5.02185 0.2351 0.4542 -0.1033
O 0.77836 -0.25155 -3.67892 -0.2810 -0.0080 0.1615
C -0.27173 -0.88280 -2.96176 0.2541 -0.2042 -0.1581
H -2.59034 1.43071 -4.89283 0.0755 -0.0529 -0.0945
H -0.96375 1.65210 -4.22083 0.0466 0.0180 -0.0231
H -1.40268 2.40133 -5.78620 0.0251 0.0714 0.1091
H 0.74268 1.24665 -5.91008 -0.0110 -0.0588 0.0799
H 0.45675 -0.09853 -7.02371 0.0543 0.0090 0.0341
H 1.94388 -0.83973 -5.24083 -0.0137 -0.0248 -0.0264
H 0.41025 -1.71511 -5.12063 -0.0556 0.0991 0.0156
H 0.01037 -1.91334 -2.72326 -0.1714 -0.0510 0.0684
H -1.20844 -0.87671 -3.52341 0.0013 0.0470 0.0283
H -0.42351 -0.33607 -2.02621 0.0306 0.0785 0.0150
C -0.80474 -6.86240 -0.32775 0.0855 -0.2282 -0.0718
O -0.42012 -7.16143 -1.66128 -0.0964 0.4100 0.1765
C -1.00477 -6.26847 -2.60717 0.3939 -0.3033 -0.1949
C 0.00095 -5.22808 -3.08118 -0.4764 0.1815 0.1276
O 0.35016 -4.32762 -2.02762 0.2365 -0.1750 0.0652
C 1.62130 -4.62435 -1.46535 -0.0802 0.1423 -0.0227
H -0.17866 -7.44975 0.34638 -0.0392 -0.0189 -0.1286
H -0.66857 -5.80292 -0.09408 -0.0404 0.0151 -0.0292
H -1.85005 -7.14600 -0.16927 -0.0244 0.0883 0.0859
H -1.89844 -5.78924 -2.19424 0.0866 0.0656 -0.0320
H -1.31431 -6.87246 -3.46550 -0.0238 0.0723 -0.0093
H -0.45981 -4.62842 -3.87156 -0.0468 -0.0390 -0.0248
H 0.89412 -5.70607 -3.49727 -0.0538 -0.0362 0.1109
H 2.41254 -4.33546 -2.16451 0.0914 -0.0918 0.0399
H 1.71728 -5.68337 -1.21662 -0.0041 0.0090 -0.0400
H 1.73392 -4.04008 -0.54980 -0.0669 0.0141 -0.0673
C 8.94187 5.56358 0.74742 -0.0420 0.1543 -0.0730
O 7.56883 5.47189 1.10417 0.2152 -0.2973 0.1480
C 7.23585 4.19950 1.65172 -0.3329 0.4595 0.0678
C 7.10961 4.26520 3.16905 0.5044 -0.2860 -0.0477
O 8.37316 4.50859 3.78072 -0.2860 0.2423 -0.1909
C 8.52066 5.85958 4.19825 0.1164 -0.0785 0.0981
H 9.16536 6.60781 0.52238 -0.1251 -0.0776 0.0051
H 9.59474 5.23586 1.56013 -0.0366 -0.0411 -0.0252
H 9.13465 4.96438 -0.14811 0.1079 -0.0266 0.0309
H 7.96599 3.44015 1.35232 0.0324 0.0512 0.1087
H 6.26522 3.91661 1.23161 -0.0041 -0.0394 0.0326
H 6.76117 3.29524 3.53603 -0.0175 -0.0301 -0.0226
H 6.37755 5.02261 3.46993 0.0412 0.0140 -0.1131
H 7.90087 6.04430 5.08128 -0.0123 0.1132 -0.0214
H 8.25170 6.56086 3.40511 -0.0389 -0.0219 0.0051
H 9.56601 6.02079 4.46570 -0.0770 -0.1216 -0.0093
C -6.34563 -4.72858 -5.48251 -0.1440 0.0987 -0.0725
O -6.52632 -3.80876 -4.41390 0.3454 -0.2566 0.0537
C -5.91961 -4.25692 -3.20553 -0.1889 0.5608 -0.0517
C -4.60534 -3.53132 -2.94494 0.1183 -0.5647 -0.0843
O -3.61497 -3.89477 -3.90514 -0.1674 0.2997 -0.0344
C -3.43517 -2.89448 -4.89941 0.1121 -0.1538 0.0117
H -6.65937 -4.24100 -6.40710 -0.0318 0.0249 0.1412
H -5.30012 -5.02997 -5.58599 -0.0210 -0.0231 0.0454
H -6.97230 -5.61156 -5.32346 0.0788 -0.0645 -0.0528
H -5.77190 -5.34178 -3.21923 0.0963 0.0646 -0.0279
H -6.61584 -4.02300 -2.39374 0.0345 -0.0282 0.0339
H -4.22365 -3.83466 -1.96503 -0.0339 -0.0071 0.0602
H -4.75305 -2.44575 -2.92854 -0.0777 -0.0549 -0.0839
H -2.90623 -2.03668 -4.47153 -0.0519 0.1050 -0.1005
H -4.38752 -2.56712 -5.32204 0.0051 0.0153 0.0420
H -2.82548 -3.31602 -5.70037 -0.0101 -0.0251 0.1149
C -3.80451 3.03922 5.84196 -0.0313 0.1444 0.1945
O -3.64640 2.28425 7.03192 0.0807 -0.1867 -0.4365
C -3.72331 0.88186 6.78948 0.2713 0.1463 0.5431
C -2.33827 0.24495 6.78917 -0.3303 -0.1322 -0.4321
O -1.56677 0.68227 5.66577 0.0656 0.1796 0.1298
C -0.60542 1.66915 6.02284 0.0258 -0.1036 -0.0906
H -3.54343 4.07678 6.05757 -0.0398 -0.1029 0.0726
H -3.15133 2.67511 5.04441 -0.0155 -0.0304 0.0018
H -4.84808 3.00290 5.51290 0.0109 0.0114 -0.1220
H -4.24976 0.67376 5.85180 0.0902 0.0082 -0.0078
H -4.30877 0.44878 7.60630 0.0260 -0.0489 -0.0427
H -2.44882 -0.83906 6.69555 -0.0167 -0.0028 0.0467
H -1.81206 0.45060 7.72702 -0.0631 0.0828 -0.0839
H 0.21261 1.20438 6.58194 0.0247 0.1098 0.0549
H -1.04920 2.47097 6.61655 0.0041 -0.0316 -0.0027
H -0.19995 2.10011 5.10440 -0.0054 -0.0143 0.0275
```
Forces are in eV/Å.

Löwdin population analysis, charges in e, atoms 1 to 6: 0.102, -0.348, -0.017, 0.821, -0.273, -0.299